Formula: C58H152N15O19P5S4
Source: OMol25
Level of theory: wB97M-V/def2-TZVPD

Strongest force on any atom: 2.9 eV/A
Lowest unoccupied orbital energy: -0.06 eV
Structure (SMILES): CN(C)P(=O)(N(C)C)N(C)C.CN(C)P(=O)(N(C)C)N(C)C.CN(C)P(=O)(N(C)C)N(C)C.CN(C)P(=O)(N(C)C)N(C)C.CN(C)P(=O)(N(C)C)N(C)C.O=S1(=O)CCCC1.O=S1(=O)CCCC1.O=S1(=O)CCCC1.O=S1(=O)CCCC1.COCCOC.COCCOC.COCCOC

Each line ends with the Löwdin charge.
Atoms and positions in Å:
C: 3.0968 4.6818 -2.3093  -0.16
N: 3.5904 5.9122 -1.7489  -0.31
C: 2.6850 7.0848 -1.8923  -0.08
P: 4.8488 6.0348 -0.6649  0.52
O: 5.2370 7.4650 -0.4463  -0.30
N: 4.5484 5.2230 0.7562  -0.31
C: 4.1917 6.0270 1.9233  -0.12
C: 3.8853 3.9166 0.7833  -0.12
N: 5.9416 4.9842 -1.3730  -0.30
C: 6.3182 5.2314 -2.7670  -0.10
C: 6.9390 4.3564 -0.4892  -0.09
H: 2.7672 4.7218 -3.3899  0.10
H: 2.1648 4.2929 -1.8564  0.05
H: 3.7512 3.8095 -2.1682  0.07
H: 3.0556 7.9115 -1.2213  0.09
H: 1.6760 6.7117 -1.6047  0.07
H: 2.6218 7.2966 -2.9557  0.08
H: 4.5811 7.0589 1.8249  0.08
H: 3.0874 6.2048 2.0295  0.09
H: 4.5598 5.5792 2.8348  0.07
H: 4.2023 3.3708 1.6491  0.08
H: 2.8034 3.9776 0.8694  0.08
H: 4.1557 3.3445 -0.1280  0.08
H: 6.3524 4.3167 -3.3752  0.09
H: 5.4874 5.8654 -3.1308  0.08
H: 7.2139 5.7793 -2.9429  0.07
H: 7.7220 5.0220 -0.1767  0.08
H: 7.3374 3.5051 -1.0314  0.08
H: 6.4169 3.9483 0.3748  0.06
C: 6.1585 -5.5973 -1.5059  -0.09
N: 5.9118 -6.4789 -0.3296  -0.28
C: 6.5708 -7.7771 -0.3850  -0.15
P: 4.5469 -6.1050 0.6822  0.57
O: 4.5692 -4.6267 0.8789  -0.30
N: 3.0537 -6.6140 0.1067  -0.30
C: 3.1159 -7.5970 -0.9539  -0.13
C: 2.1585 -5.4277 -0.1826  -0.08
N: 4.7475 -7.0531 2.0350  -0.29
C: 3.6761 -7.6804 2.7851  -0.10
C: 6.1004 -7.1528 2.5628  -0.12
H: 5.6823 -6.0579 -2.3431  0.06
H: 7.2188 -5.6179 -1.7181  0.08
H: 5.8081 -4.5748 -1.5060  0.05
H: 6.3653 -8.3624 -1.2909  0.08
H: 6.0671 -8.4571 0.3369  0.07
H: 7.6810 -7.7272 -0.2288  0.10
H: 2.1127 -7.8539 -1.2743  0.08
H: 3.7171 -7.2796 -1.8429  0.08
H: 3.6626 -8.5152 -0.6472  0.09
H: 1.1939 -5.7391 -0.5086  0.07
H: 2.0359 -4.7462 0.6592  0.05
H: 2.6196 -4.9380 -1.0586  0.09
H: 3.6800 -7.3060 3.8267  0.07
H: 2.7087 -7.4402 2.2921  0.08
H: 3.7628 -8.7711 2.8327  0.08
H: 6.6017 -6.2871 2.1695  0.06
H: 6.6240 -8.0622 2.3811  0.07
H: 6.1449 -7.0171 3.6405  0.08
C: -5.0404 5.0516 -2.1915  -0.13
N: -3.8390 5.4513 -2.9044  -0.28
C: -4.0397 5.7000 -4.3209  -0.12
P: -2.8405 6.6181 -2.0733  0.58
O: -3.2903 8.0293 -1.8697  -0.30
N: -2.6981 5.7270 -0.6660  -0.30
C: -2.3414 6.5016 0.5325  -0.10
C: -2.3441 4.3455 -0.4718  -0.14
N: -1.4397 6.6414 -2.9678  -0.29
C: -0.6227 5.3882 -3.2142  -0.06
C: -1.0247 7.8905 -3.5512  -0.12
H: -4.9618 5.2462 -1.1551  0.04
H: -5.2561 4.0064 -2.3199  0.05
H: -5.9325 5.6205 -2.5335  0.09
H: -3.2729 6.3688 -4.7055  0.06
H: -5.0239 6.1786 -4.5794  0.10
H: -3.8606 4.7836 -4.8901  0.07
H: -2.7311 7.5328 0.3499  0.08
H: -2.8185 6.1143 1.4261  0.07
H: -1.2383 6.5362 0.7689  0.09
H: -2.9442 3.8466 0.2642  0.04
H: -2.4470 3.7279 -1.3496  0.05
H: -1.1792 4.2851 -0.2198  0.12
H: -0.5523 5.1457 -4.3045  0.08
H: 0.3528 5.5059 -2.7938  0.03
H: -1.0968 4.5189 -2.7264  0.06
H: -0.8686 7.8874 -4.6432  0.09
H: -0.0884 8.1430 -3.1262  0.05
H: -1.8027 8.6302 -3.3109  0.08
C: 2.4705 0.7103 0.7340  -0.07
N: 1.5407 -0.4280 0.5102  -0.27
C: 1.6910 -1.2678 -0.6834  -0.07
P: 0.2076 -0.5243 1.4777  0.53
O: 0.1923 0.4628 2.6082  -0.29
N: -1.2304 -0.4732 0.6642  -0.27
C: -1.8025 -1.5118 -0.1911  -0.09
C: -1.7740 0.8442 0.5745  -0.11
N: 0.2557 -2.1177 1.9665  -0.28
C: -0.9219 -2.4511 2.7946  -0.10
C: 1.5770 -2.6153 2.3748  -0.11
H: 3.4629 0.2987 1.0325  0.08
H: 2.0954 1.2286 1.6336  0.06
H: 2.5337 1.3850 -0.1213  0.07
H: 0.9222 -2.0247 -0.7691  0.07
H: 2.6620 -1.7983 -0.7621  0.08
H: 1.5917 -0.6520 -1.5771  0.05
H: -2.8717 -1.6065 0.0658  0.08
H: -1.6961 -1.3153 -1.2189  0.04
H: -1.3015 -2.4498 0.0141  0.08
H: -2.8789 0.7366 0.6079  0.09
H: -1.4269 1.5297 1.3406  0.06
H: -1.5512 1.2958 -0.4221  0.07
H: -1.0959 -3.5155 2.9921  0.07
H: -0.7843 -1.8564 3.7030  0.09
H: -1.8762 -2.0953 2.4090  0.05
H: 1.8841 -2.1345 3.3291  0.09
H: 2.3681 -2.6478 1.6544  0.05
H: 1.4476 -3.6982 2.5783  0.08
C: -4.2828 -3.5093 -3.1175  -0.12
N: -3.6891 -2.2313 -3.4820  -0.31
C: -2.2988 -2.3449 -3.8415  -0.13
P: -4.6341 -1.0591 -4.3317  0.61
O: -6.0773 -1.4556 -4.4220  -0.30
N: -4.2901 0.3608 -3.5100  -0.28
C: -4.8441 1.6533 -4.0416  -0.06
C: -4.3264 0.1440 -2.0810  -0.12
N: -3.9123 -0.7101 -5.8571  -0.31
C: -4.6906 -1.0861 -7.0537  -0.10
C: -2.7910 0.2295 -6.0433  -0.13
H: -3.9459 -3.8215 -2.1133  0.08
H: -4.0749 -4.2816 -3.8822  0.09
H: -5.3605 -3.2985 -3.0625  0.06
H: -2.1827 -3.0200 -4.7005  0.09
H: -1.7819 -2.8579 -3.0216  0.08
H: -1.8811 -1.3632 -4.0478  0.05
H: -4.2196 2.5084 -3.8304  0.06
H: -4.7779 1.4437 -5.1078  0.06
H: -5.8902 1.8393 -3.7512  0.10
H: -4.3256 1.0312 -1.4624  0.08
H: -5.2550 -0.3403 -1.7523  0.08
H: -3.5807 -0.5096 -1.6918  0.03
H: -4.8244 -0.2497 -7.7013  0.06
H: -4.1661 -1.8813 -7.5772  0.07
H: -5.6975 -1.4297 -6.7097  0.08
H: -1.9594 -0.2799 -6.5459  0.08
H: -2.5641 0.5936 -5.0278  0.05
H: -3.2234 1.1090 -6.5759  0.09
O: 1.4513 2.0661 -2.6408  -0.31
S: 0.4546 1.4065 -3.4169  0.63
O: -0.7733 0.9768 -2.7991  -0.33
C: 0.1084 2.3957 -4.9369  -0.19
C: 0.6622 1.5826 -6.1372  -0.16
C: 1.7941 0.7073 -5.5286  -0.21
C: 1.2472 0.0406 -4.2862  -0.22
H: 0.6048 3.3300 -4.8034  0.07
H: -0.9441 2.5612 -4.8691  0.08
H: -0.1826 0.9021 -6.4067  0.09
H: 0.9501 2.1371 -7.0233  0.11
H: 2.6638 1.3239 -5.2131  0.14
H: 2.0777 -0.0573 -6.1731  0.09
H: 2.0230 -0.2353 -3.5697  0.09
H: 0.4225 -0.6421 -4.5331  0.11
O: -2.6986 3.5858 2.7317  -0.37
S: -1.7246 3.9909 3.7570  0.68
O: -2.1837 4.9867 4.6581  -0.31
C: -1.0511 2.5761 4.6835  -0.23
C: 0.3486 3.0655 4.9594  -0.22
C: 0.9173 3.6125 3.6159  -0.23
C: -0.1030 4.5309 3.0559  -0.22
H: -1.0154 1.7369 3.9884  0.06
H: -1.6307 2.3344 5.5785  0.12
H: 0.2864 3.8027 5.7677  0.12
H: 0.8922 2.1938 5.3546  0.12
H: 0.9801 2.7143 2.9944  0.08
H: 1.8810 4.0898 3.7258  0.11
H: -0.2894 4.6567 1.9429  0.09
H: 0.0963 5.5224 3.5379  0.12
O: -8.9915 4.5232 1.3796  -0.33
S: -7.8515 4.2693 0.4963  0.65
O: -7.7598 5.0010 -0.7361  -0.32
C: -6.3382 4.3152 1.4133  -0.21
C: -5.5430 3.0411 0.9838  -0.18
C: -6.6607 1.9562 0.9523  -0.19
C: -7.7295 2.5750 0.0682  -0.24
H: -6.7011 4.1904 2.4772  0.13
H: -5.9386 5.2961 1.2292  0.10
H: -5.0947 3.2317 0.0027  0.09
H: -4.8114 2.8576 1.7596  0.08
H: -7.0292 1.9919 1.9552  0.11
H: -6.4081 1.0342 0.5349  0.07
H: -8.7449 2.2174 0.1325  0.11
H: -7.3795 2.5890 -0.9760  0.11
O: 6.9412 -2.4577 -2.3490  -0.35
S: 6.9468 -1.2786 -1.4567  0.68
O: 6.8818 0.0407 -2.0055  -0.32
C: 5.6324 -1.5287 -0.1873  -0.21
C: 6.3588 -1.8884 1.1025  -0.21
C: 7.7795 -2.4382 0.7284  -0.19
C: 8.2847 -1.4730 -0.3375  -0.24
H: 4.9661 -2.3198 -0.5781  0.09
H: 5.3338 -0.4676 -0.0793  0.09
H: 6.5093 -0.9884 1.6947  0.12
H: 5.7660 -2.6152 1.6552  0.08
H: 7.6654 -3.4357 0.3355  0.10
H: 8.4126 -2.5464 1.5959  0.10
H: 9.0616 -1.9341 -0.9102  0.10
H: 8.5656 -0.5055 0.0403  0.11
C: -3.9329 0.2190 3.4895  -0.10
O: -4.6009 -0.1699 2.3247  -0.20
C: -4.9590 -1.5215 2.3416  -0.21
C: -6.3804 -1.6714 1.8181  -0.20
O: -6.5254 -1.5338 0.4446  -0.19
C: -6.1981 -2.6470 -0.3641  -0.10
H: -2.9337 -0.2353 3.4974  0.08
H: -4.4873 0.0195 4.3980  0.09
H: -3.8479 1.3336 3.4380  0.09
H: -4.9096 -1.8599 3.3982  0.12
H: -4.2658 -2.1288 1.7557  0.08
H: -7.0011 -0.8613 2.1978  0.13
H: -6.8440 -2.6406 2.1981  0.14
H: -6.5813 -3.5795 -0.0144  0.08
H: -5.0919 -2.6147 -0.5283  0.08
H: -6.7513 -2.5568 -1.2674  0.08
C: -3.9854 -5.0263 1.8115  -0.12
O: -3.0537 -5.3299 2.7928  -0.19
C: -3.2407 -4.7074 4.0468  -0.17
C: -4.6042 -5.0981 4.7106  -0.25
O: -5.6064 -4.1533 4.5499  -0.20
C: -6.8799 -4.8669 4.8084  -0.06
H: -3.9177 -5.7485 0.9889  0.10
H: -3.7348 -4.0538 1.3703  0.06
H: -5.0530 -4.8438 2.1580  0.10
H: -3.0994 -3.6110 3.9663  0.11
H: -2.4137 -5.0930 4.6300  0.12
H: -4.5078 -5.4788 5.7533  0.13
H: -4.9012 -6.0152 4.1999  0.11
H: -7.1061 -5.6011 3.9861  0.10
H: -7.6657 -4.1061 4.8722  0.09
H: -6.8454 -5.4379 5.7375  0.08
C: 6.7812 -3.8378 4.2514  -0.14
O: 5.5812 -3.3248 4.6897  -0.17
C: 4.4425 -4.1267 4.3933  -0.21
C: 3.3454 -3.5744 5.2144  -0.23
O: 3.5194 -3.9290 6.5563  -0.19
C: 3.0979 -5.2505 6.8589  -0.09
H: 7.5561 -3.0638 4.0815  0.09
H: 6.7233 -4.4138 3.2979  0.07
H: 7.2461 -4.4949 5.0005  0.09
H: 4.6920 -5.1728 4.6415  0.11
H: 4.1714 -4.0475 3.3088  0.12
H: 2.2995 -3.7714 4.9123  0.12
H: 3.6462 -2.5001 5.2749  0.15
H: 3.4214 -5.9455 6.0756  0.07
H: 2.0007 -5.2718 6.9795  0.09
H: 3.5773 -5.4880 7.8004  0.09

Cartesian forces (eV/Å) of the 6 atoms listed first:
C -1.2 -1.3 -0.5
N -0.2 0.8 0.1
C 0.1 -1.2 0.9
P 0.7 0.4 -0.8
O -0.5 -1.4 0.0
N -0.9 0.3 0.9